The following is a DFT calculation (the ωB97M-V functional and the def2-TZVPD basis) of C22H35N3O4 in the gas phase.

XYZ file:
```
64
Properties=species:S:1:pos:R:3:forces:R:3:lowdin_charge:R:1
C -4.26693 -3.11282 -1.96818 0.2 0.3 0.1 -0.060
C -2.95812 -2.33634 -1.96078 0.0 -0.6 0.0 -0.223
H -2.26402 -2.77818 -1.23813 0.0 0.1 -0.2 0.112
H -2.50252 -2.31978 -2.95348 0.0 0.0 0.1 0.124
O -3.16040 -0.96525 -1.62843 -0.1 0.3 0.1 -0.011
C -3.26064 -0.69055 -0.30673 -0.2 0.0 -0.2 -0.539
O -3.11997 -1.51941 0.56479 0.1 -0.4 0.1 0.075
N -3.57513 0.60466 -0.07291 -0.1 0.1 -0.1 -0.032
C -3.49375 1.64577 -1.07150 0.2 0.2 -0.4 -0.116
H -3.56863 1.20566 -2.06417 0.0 0.1 0.1 0.124
C -2.17488 2.40656 -0.91536 -0.3 -0.1 -0.1 -0.162
N -2.08514 2.94607 0.42924 -0.1 0.0 0.0 -0.153
C -2.13395 1.87859 1.41201 -0.3 -0.1 0.0 -0.162
C -3.45606 1.12293 1.27258 0.2 -0.1 0.4 -0.111
H -3.49682 0.28577 1.96981 0.0 0.1 0.0 0.125
H -4.29391 1.80120 1.45474 0.0 0.0 0.0 0.129
H -2.07008 2.31952 2.40903 0.1 0.0 0.0 0.128
H -1.30667 1.16087 1.28485 0.0 0.0 0.1 0.108
C -0.95596 3.85356 0.60828 0.0 0.0 0.0 -0.149
C 0.38830 3.23989 0.30236 -0.1 0.1 0.0 -0.226
C 1.05787 2.46555 1.24079 0.0 0.1 -0.2 -0.040
C 2.24619 1.82556 0.93696 0.3 -0.2 0.0 -0.008
C 2.80173 1.95857 -0.32979 -0.3 0.3 -0.1 -0.271
C 2.14949 2.75649 -1.27033 0.2 -0.2 0.0 0.002
C 0.95992 3.37968 -0.95752 0.0 0.0 0.2 -0.042
H 0.46870 3.98782 -1.70373 -0.1 0.1 -0.1 0.113
H 2.59659 2.87724 -2.24553 0.1 0.0 -0.1 0.119
O 3.99441 1.43001 -0.73542 -0.1 0.2 -0.1 -0.047
C 4.49377 0.23651 -0.16233 0.3 -0.7 0.0 -0.125
C 4.16176 -0.94979 -1.08585 -0.3 0.3 0.5 -0.342
O 4.61900 -0.69420 -2.39030 0.1 0.1 -0.4 -0.016
H 4.37773 0.21853 -2.60104 0.0 -0.1 0.0 0.093
C 2.64766 -1.22960 -1.09425 0.3 0.0 -0.1 -0.142
N 2.09844 -1.42900 0.23390 -0.1 -0.1 -0.1 -0.162
C 2.48589 -2.71155 0.80150 0.2 0.1 0.3 -0.193
C 2.01203 -2.81827 2.24705 -0.1 -0.2 -0.2 -0.182
C 0.49531 -2.69207 2.30519 0.2 0.3 0.1 -0.199
C 0.08151 -1.38600 1.63880 -0.1 -0.2 -0.2 -0.184
C 0.64772 -1.30800 0.22518 -0.1 0.3 0.2 -0.191
H 0.39151 -0.34066 -0.21893 0.0 0.0 0.0 0.109
H 0.18750 -2.09895 -0.39513 0.0 0.0 0.0 0.125
H -1.00637 -1.32104 1.59071 0.0 0.1 0.0 0.086
H 0.46300 -0.54399 2.21952 0.0 0.1 0.0 0.106
H 0.14729 -2.71526 3.33909 -0.1 -0.1 0.0 0.109
H 0.03605 -3.53047 1.77695 -0.1 -0.1 0.0 0.114
H 2.33792 -3.77226 2.66535 0.1 0.0 0.0 0.109
H 2.46750 -2.01471 2.82872 0.1 0.0 0.1 0.112
H 3.57390 -2.79347 0.76933 0.0 -0.1 0.0 0.112
H 2.06323 -3.54718 0.21345 0.0 0.0 0.0 0.130
H 2.46216 -2.09275 -1.75789 0.0 0.1 0.0 0.135
H 2.15055 -0.36089 -1.53814 0.0 0.0 0.0 0.123
H 4.71374 -1.83162 -0.74747 0.0 0.1 0.1 0.141
H 4.09171 0.04088 0.83100 0.0 0.1 0.0 0.109
H 5.57945 0.36131 -0.10679 -0.1 0.0 0.0 0.137
H 2.72947 1.23329 1.69719 0.1 -0.1 0.0 0.110
H 0.65350 2.36835 2.23817 0.0 0.0 0.1 0.114
H -1.12860 4.71051 -0.04947 0.1 0.0 0.1 0.122
H -0.98618 4.20324 1.64355 0.0 0.1 0.0 0.123
H -2.14578 3.23587 -1.62522 0.0 0.0 -0.1 0.126
H -1.34037 1.71962 -1.14354 0.0 0.1 0.0 0.127
H -4.33022 2.33228 -0.90878 0.0 0.0 -0.1 0.130
H -4.69140 -3.12465 -0.96740 0.0 -0.1 0.1 0.075
H -4.08344 -4.13511 -2.28657 0.0 -0.1 0.0 0.077
H -4.97658 -2.64860 -2.64897 -0.1 0.0 -0.1 0.077
```
Positions in Å, forces in eV/Å.

Output
Lowest unoccupied orbital energy = 0.0286 hartree
Energy above the lowest of the compared OMol25 structures with the same formula, charge and spin = 0.0 kJ/mol
SMILES string = CCOC(=O)N1CCN(Cc2ccc(OC[C@H](O)CN3CCCCC3)cc2)CC1
Total energy = -1324.5549 Eh